[1]
This record from the OMol25 dataset describes C42H57BaBrN10O4SSi2 as an isolated structure in a non-equilibrium geometry. The level of theory is ωB97M-V with the def2-TZVPD basis set.

Geometry (Å):
Ba 0.247 -0.109 1.173
N 3.446 3.319 7.390
C 2.637 2.287 6.875
C 1.866 1.499 7.725
C 1.099 0.465 7.217
C 1.082 0.211 5.853
C 1.859 0.983 5.006
C 2.640 2.010 5.511
S 0.034 -1.100 5.243
O 0.146 -2.179 6.199
O -1.277 -0.540 5.040
N 0.634 -1.375 3.788
C 1.424 -2.390 3.428
N 1.690 -2.419 2.076
C 2.442 -3.408 1.617
C 2.966 -4.394 2.431
C 2.671 -4.259 3.779
N 1.932 -3.301 4.298
H 3.080 3.721 8.240
H 3.631 4.043 6.712
H 1.876 1.699 8.791
H 0.508 -0.156 7.877
H 1.850 0.781 3.945
H 3.245 2.608 4.839
H 2.623 -3.419 0.543
H 3.572 -5.198 2.039
H 3.070 -4.980 4.491
N 3.927 -0.575 0.421
C 3.978 0.651 1.004
N 5.178 1.227 1.100
C 5.140 2.431 1.663
N 6.351 3.062 1.846
N 4.060 3.062 2.097
C 2.906 2.397 1.925
N 2.814 1.186 1.391
C 1.669 3.103 2.342
C 1.744 4.433 2.751
C 0.583 5.088 3.108
C -0.617 4.391 3.039
C -0.602 3.075 2.620
N 0.514 2.439 2.259
H 4.790 -1.091 0.417
H 3.096 -1.111 0.615
H 7.080 2.739 1.231
H 6.280 4.061 1.946
H 2.707 4.924 2.773
H 0.610 6.122 3.428
H -1.559 4.852 3.304
H -1.520 2.500 2.533
O 0.233 1.533 -0.294
O -1.319 -2.611 1.378
H -1.399 -2.679 2.339
H -0.680 -3.282 1.112
C -6.733 -1.662 2.502
C -6.730 -0.275 2.590
C -5.663 0.465 2.105
C -4.564 -0.132 1.448
C -4.610 -1.543 1.355
C -5.646 -2.287 1.891
Si -3.153 0.824 0.724
C -3.484 2.323 -0.306
C -4.464 3.295 -0.024
C -4.698 4.372 -0.871
C -3.917 4.563 -2.003
C -2.898 3.646 -2.272
C -2.696 2.547 -1.459
H -7.554 -2.244 2.905
H -7.553 0.238 3.080
H -5.666 1.538 2.250
H -3.803 -2.052 0.841
H -5.623 -3.369 1.803
H -1.781 0.422 0.975
H -5.059 3.203 0.877
H -5.478 5.086 -0.622
H -4.080 5.418 -2.651
H -2.252 3.791 -3.133
H -1.881 1.859 -1.663
C -0.502 0.424 -6.015
C -0.588 0.112 -4.512
C 0.130 1.237 -3.730
C -2.063 0.195 -4.084
Si 0.140 -1.618 -4.094
Br 0.380 -1.491 -1.887
C 1.902 -1.910 -4.823
C 1.847 -2.320 -6.302
C 2.750 -0.634 -4.709
C 2.673 -2.990 -4.047
C -1.064 -3.078 -4.456
C -0.362 -4.434 -4.299
C -1.641 -2.996 -5.877
C -2.235 -3.095 -3.459
H -1.004 1.378 -6.207
H -0.989 -0.334 -6.636
H 0.531 0.529 -6.356
H -0.332 2.188 -4.019
H 1.193 1.308 -3.958
H 0.035 1.145 -2.639
H -2.406 1.225 -4.222
H -2.195 -0.043 -3.025
H -2.715 -0.450 -4.678
H 1.305 -1.596 -6.914
H 1.382 -3.297 -6.442
H 2.869 -2.385 -6.695
H 2.381 0.172 -5.343
H 3.774 -0.864 -5.028
H 2.795 -0.270 -3.681
H 2.182 -3.961 -4.051
H 2.822 -2.689 -3.009
H 3.661 -3.112 -4.508
H 0.401 -4.608 -5.060
H -1.110 -5.230 -4.395
H 0.100 -4.533 -3.315
H -0.867 -2.968 -6.647
H -2.278 -2.121 -6.006
H -2.261 -3.882 -6.063
H -1.889 -3.237 -2.435
H -2.894 -3.933 -3.714
H -2.831 -2.186 -3.475

The total energy comes out at -6059.91665 Ha. The calculation puts the energy relative to the best compared isomer or geometry (same formula, charge and spin) at 45.5 kcal per mole. As for the charge: -2. For the HOMO energy, the calculation gives 0.900 eV. For the LUMO energy, the calculation gives 0.133 Eh.

These are the Löwdin partial charges, in e, on atoms 1 to 2: 1.459 0.073


[2]
This record from the OMol25 dataset describes C27H72Li4N6O13 as an isolated structure in a non-equilibrium geometry. The level of theory is ωB97M-V with the def2-TZVPD basis set.

Geometry (Å):
Li -0.709 -1.196 -3.605
Li 1.718 0.046 -2.401
Li -0.166 2.120 -2.757
Li 0.930 -3.204 -3.243
O -0.301 0.054 -2.175
C -0.885 -0.785 -1.183
C -0.691 -2.314 -1.280
O -0.927 -2.904 -2.581
H -1.974 -0.645 -1.189
H -0.584 -0.524 -0.160
H -1.388 -2.741 -0.553
H 0.312 -2.656 -0.963
C -2.018 -6.388 -3.534
O -2.162 -7.524 -3.941
N -1.850 -6.118 -2.211
N -1.793 -5.322 -4.393
H -1.820 -6.865 -1.545
H -1.778 -5.157 -1.923
H -2.177 -5.441 -5.317
H -1.858 -4.387 -4.023
C 0.164 2.784 0.096
O 0.442 3.282 -1.214
C 0.428 4.689 -1.315
C 1.691 5.333 -0.736
N 2.818 4.832 -1.520
C 4.112 5.329 -1.093
C 5.192 4.641 -1.899
O 5.298 3.266 -1.576
C 6.144 3.013 -0.473
H 0.981 2.940 0.811
H 0.152 1.696 0.014
H -0.730 3.202 0.557
H -0.432 5.189 -0.857
H 0.477 4.984 -2.366
H 1.856 5.174 0.339
H 1.564 6.406 -0.892
H 2.820 3.822 -1.456
H 4.255 5.025 -0.042
H 4.248 6.409 -1.136
H 6.173 5.130 -1.838
H 4.996 4.711 -2.974
H 7.145 3.387 -0.707
H 6.193 1.957 -0.210
H 5.811 3.512 0.446
C -2.224 1.447 3.220
O -1.694 1.941 2.000
C -2.136 1.366 0.806
C -3.377 2.046 0.251
N -3.484 1.687 -1.180
C -4.787 1.984 -1.819
C -5.019 3.450 -2.155
O -4.992 4.229 -0.984
C -5.237 5.607 -1.257
H -1.892 2.156 3.982
H -1.783 0.495 3.532
H -3.315 1.435 3.198
H -2.198 0.272 0.749
H -1.281 1.514 0.122
H -3.342 3.131 0.317
H -4.232 1.696 0.833
H -2.780 2.253 -1.643
H -5.600 1.627 -1.190
H -4.813 1.475 -2.788
H -5.994 3.568 -2.645
H -4.264 3.750 -2.902
H -6.281 5.752 -1.554
H -4.638 5.962 -2.102
H -5.004 6.127 -0.334
C 1.517 0.157 2.615
O 2.438 -0.746 2.024
C 3.086 -0.199 0.877
C 3.266 -1.402 -0.069
N 3.245 -0.986 -1.500
C 4.399 -0.108 -1.826
C 5.716 -0.825 -2.121
O 6.354 -1.151 -0.925
C 7.586 -1.825 -1.118
H 0.734 0.353 1.867
H 1.951 1.098 2.962
H 0.999 -0.284 3.463
H 4.057 0.134 1.255
H 2.555 0.661 0.452
H 2.435 -2.065 0.162
H 4.242 -1.841 0.136
H 3.340 -1.828 -2.064
H 4.488 0.741 -1.149
H 4.150 0.422 -2.764
H 6.307 -0.166 -2.767
H 5.473 -1.738 -2.689
H 7.490 -2.705 -1.763
H 7.989 -2.064 -0.140
H 8.302 -1.171 -1.632
C -3.397 -4.071 0.575
O -2.904 -3.468 1.730
C -2.024 -2.355 1.508
C -0.842 -2.400 2.438
N -1.322 -2.423 3.827
C -0.210 -2.756 4.730
C -0.629 -2.840 6.174
O -1.469 -3.955 6.332
C -2.111 -3.967 7.591
H -4.092 -4.875 0.822
H -2.655 -4.551 -0.081
H -4.000 -3.385 -0.035
H -2.715 -1.559 1.821
H -1.831 -2.156 0.449
H -0.220 -1.517 2.266
H -0.305 -3.343 2.238
H -1.910 -3.257 3.813
H 0.584 -2.009 4.631
H 0.239 -3.713 4.425
H -1.070 -1.898 6.521
H 0.301 -2.892 6.764
H -1.489 -4.468 8.333
H -3.080 -4.469 7.526
H -2.430 -2.969 7.913
O -4.604 -0.990 -0.774
H -4.491 -1.571 -1.534
H -4.267 -0.126 -1.073
O -3.815 -2.729 -2.995
H -2.899 -2.867 -2.707
H -3.770 -2.614 -3.949

The total energy comes out at -2408.11295 Ha. The calculation puts the energy relative to the best compared isomer or geometry (same formula, charge and spin) at 0.0 kcal per mole. As for the charge: +2. For the HOMO energy, the calculation gives -12.616 eV. For the LUMO energy, the calculation gives -0.288 Eh.

These are the Löwdin partial charges, in e, on atoms 1 to 2: 0.728 0.685


[3]
This record from the OMol25 dataset describes an isolated ion of composition C6H10NO and charge +1 in a non-equilibrium geometry. The level of theory is ωB97M-V with the def2-TZVPD basis set.

Geometry (Å):
C 0.582 2.163 -2.113
C 0.428 0.810 -2.153
C 0.018 1.963 -0.821
C -0.226 -0.202 1.597
C 0.259 -1.830 -0.346
C -0.236 -0.388 -0.028
N 0.508 0.637 -0.708
O -1.057 2.371 -0.111
H 0.519 2.994 -2.684
H 0.872 -0.104 1.894
H -0.641 0.754 2.023
H -0.626 -1.019 2.062
H 1.354 -2.082 -0.104
H -0.054 -2.063 -1.390
H -0.179 -2.498 0.422
H -1.220 -0.113 -0.332
H 1.432 0.741 -0.376
H -1.606 3.002 -0.448

The total energy comes out at -364.16344 Ha. The calculation puts the energy relative to the best compared isomer or geometry (same formula, charge and spin) at 115.3 kcal per mole. As for the charge: +1. For the HOMO energy, the calculation gives -14.521 eV. For the LUMO energy, the calculation gives -0.162 Eh. The SMILES is CC(C)[N@H+]1C2=C[C@]21O.

These are the Löwdin partial charges, in e, on atoms 1 to 2: 0.126 0.170


[4]
This record from the OMol25 dataset describes one molecule with the formula C6H10O2 in a non-equilibrium geometry. The level of theory is ωB97M-V with the def2-TZVPD basis set.

Geometry (Å):
C -0.309 0.471 -1.126
C -1.138 -0.855 -1.739
C -0.162 -1.677 0.580
C 0.298 -0.701 1.363
C 0.189 0.872 1.309
C 0.980 1.677 0.027
H 0.696 -0.205 -1.132
H -0.952 0.310 -0.250
H -2.135 -0.657 -1.818
H -0.428 -1.314 -2.525
H -0.104 -2.726 0.947
H 0.768 -1.137 2.334
H 0.765 0.921 2.182
H -0.631 1.474 1.524
H 1.137 2.687 0.207
H 1.798 0.974 -0.106
O -0.965 -1.873 -0.598
O 0.193 1.762 -1.179

The total energy comes out at -384.84459 Ha. The calculation puts the energy relative to the best compared isomer or geometry (same formula, charge and spin) at 161.8 kcal per mole. As for the charge: 0. For the HOMO energy, the calculation gives -8.970 eV. For the LUMO energy, the calculation gives 0.034 Eh. The SMILES is C1=C\OCCOCC/1.

These are the Löwdin partial charges, in e, on atoms 1 to 2: -0.229 -0.040


[5]
This record from the OMol25 dataset describes a 2-piece molecular cluster, C4H12O3 overall in a non-equilibrium geometry. The level of theory is ωB97M-V with the def2-TZVPD basis set.

Geometry (Å):
C 1.268 -1.442 -0.108
C 0.556 -0.368 -0.952
C 0.921 1.096 -0.327
O -0.019 1.997 -0.972
C 0.349 -2.179 0.888
O -0.303 -1.224 1.719
H 2.096 -1.026 0.460
H 1.620 -2.233 -0.780
H -0.533 -0.426 -0.926
H 0.918 -0.381 -1.976
H 1.893 1.317 -0.734
H 0.726 0.846 0.705
H -0.785 1.850 -0.416
H 0.977 -2.815 1.499
H -0.410 -2.785 0.383
H -0.873 -0.569 1.343
H -2.233 3.300 0.071
H -3.550 2.620 0.136
O -2.616 2.422 -0.012

The total energy comes out at -385.27322 Ha. The calculation puts the energy relative to the best compared isomer or geometry (same formula, charge and spin) at 30.5 kcal per mole. As for the charge: 0. For the HOMO energy, the calculation gives -9.503 eV. For the LUMO energy, the calculation gives 0.018 Eh. The SMILES is OCCCCO.O.

These are the Löwdin partial charges, in e, on atoms 1 to 2: -0.199 -0.165


[6]
This record from the OMol25 dataset describes a 11-piece molecular cluster, C56H77F3N13O3S overall in a non-equilibrium geometry. The level of theory is ωB97M-V with the def2-TZVPD basis set.

Geometry (Å):
C -2.469 -3.384 3.605
C -2.809 -4.627 2.541
C -1.533 -5.708 2.544
C -0.353 -5.086 1.587
O 0.981 -5.000 2.269
C 1.440 -3.625 1.884
N 1.761 -3.397 0.424
C 2.215 -2.075 -0.164
S 2.519 -2.013 -2.012
O 1.754 -0.790 -2.636
O 4.064 -1.919 -2.273
C 1.864 -3.538 -2.943
F 0.380 -3.591 -2.802
F 2.134 -3.309 -4.409
F 2.544 -4.798 -2.560
C 2.370 -0.774 0.870
C 2.825 0.696 0.240
C 1.565 1.743 0.491
N 0.753 2.015 -0.787
C 2.036 -0.941 2.484
C 2.117 0.256 3.603
C 3.521 1.102 3.617
C 1.574 -2.429 2.999
C 1.226 -2.837 4.568
N 2.441 -2.928 5.465
C 3.683 -3.388 4.734
H -1.728 -3.734 4.454
H -3.440 -2.933 4.101
H -1.926 -2.502 3.029
H -3.816 -5.166 2.802
H -2.947 -4.105 1.484
H -1.947 -6.667 1.979
H -1.159 -5.943 3.639
H -0.231 -5.616 0.549
H -0.684 -3.964 1.346
H 1.636 -4.210 -0.233
H 3.787 1.058 0.825
H 3.127 0.600 -0.905
H 0.800 1.323 1.280
H 1.944 2.806 0.874
H 0.082 2.816 -0.586
H 0.105 1.173 -0.837
H 1.943 -0.144 4.712
H 1.202 0.996 3.403
H 3.790 1.293 4.764
H 3.302 2.130 3.052
H 4.367 0.500 3.062
H 0.574 -1.930 4.987
H 0.539 -3.811 4.617
H 2.587 -2.021 5.974
H 4.507 -3.596 5.572
H 3.492 -4.420 4.215
H 4.164 -2.573 4.027
N -4.524 0.751 1.010
C -3.506 0.042 1.594
C -2.541 -0.184 0.638
C -2.990 0.414 -0.563
C -4.215 0.987 -0.305
H -5.369 1.053 1.476
H -3.557 -0.241 2.637
H -1.614 -0.721 0.790
H -2.474 0.426 -1.515
H -4.892 1.539 -0.942
N -8.761 0.607 -1.801
C -7.411 0.410 -1.674
C -6.872 0.333 -2.939
C -7.933 0.495 -3.861
C -9.088 0.665 -3.131
H -9.414 0.696 -1.033
H -6.950 0.340 -0.698
H -5.826 0.178 -3.173
H -7.863 0.489 -4.941
H -10.112 0.821 -3.443
N 5.346 -1.894 7.514
C 5.739 -0.585 7.616
C 6.699 -0.504 8.600
C 6.896 -1.811 9.105
C 6.050 -2.650 8.415
H 4.647 -2.248 6.874
H 5.302 0.175 6.982
H 7.203 0.399 8.918
H 7.581 -2.109 9.888
H 5.888 -3.717 8.489
N -1.888 -3.518 -4.704
C -1.699 -4.662 -5.434
C -2.727 -4.761 -6.345
C -3.563 -3.634 -6.161
C -3.019 -2.881 -5.144
H -1.286 -3.193 -3.958
H -0.851 -5.307 -5.243
H -2.860 -5.559 -7.064
H -4.463 -3.396 -6.712
H -3.341 -1.951 -4.696
N -4.657 2.229 4.178
C -4.468 3.475 4.717
C -4.497 3.354 6.089
C -4.705 1.987 6.387
C -4.797 1.314 5.189
H -4.688 2.018 3.189
H -4.331 4.339 4.081
H -4.379 4.164 6.798
H -4.778 1.540 7.371
H -4.952 0.266 4.970
N -5.918 3.590 -3.486
C -5.672 4.557 -4.425
C -5.366 5.725 -3.763
C -5.424 5.451 -2.375
C -5.764 4.124 -2.233
H -6.173 2.631 -3.686
H -5.736 4.333 -5.481
H -5.125 6.672 -4.228
H -5.237 6.146 -1.567
H -5.911 3.516 -1.350
N -1.712 -0.078 -7.068
C -1.414 1.171 -6.587
C -1.917 2.099 -7.470
C -2.546 1.385 -8.518
C -2.407 0.043 -8.243
H -1.459 -0.952 -6.625
H -0.869 1.291 -5.660
H -1.841 3.174 -7.370
H -3.048 1.805 -9.381
H -2.741 -0.833 -8.782
N 2.882 0.352 -5.808
C 2.816 1.432 -6.649
C 3.397 1.075 -7.845
C 3.823 -0.269 -7.724
C 3.490 -0.692 -6.456
H 2.536 0.328 -4.857
H 2.365 2.360 -6.324
H 3.502 1.714 -8.713
H 4.319 -0.865 -8.479
H 3.634 -1.643 -5.961
N 4.881 4.565 4.841
C 5.497 5.636 4.249
C 4.527 6.555 3.916
C 3.282 6.022 4.327
C 3.530 4.793 4.898
H 5.349 3.736 5.183
H 6.571 5.652 4.115
H 4.698 7.507 3.431
H 2.310 6.484 4.219
H 2.863 4.063 5.337
N 5.596 1.035 -2.822
C 5.989 2.344 -2.720
C 6.949 2.426 -1.736
C 7.146 1.118 -1.231
C 6.300 0.279 -1.921
H 4.896 0.682 -3.462
H 5.552 3.104 -3.354
H 7.453 3.328 -1.418
H 7.831 0.821 -0.448
H 6.138 -0.788 -1.847

The total energy comes out at -3814.46551 Ha. As for the charge: +1. For the HOMO energy, the calculation gives -9.361 eV. For the LUMO energy, the calculation gives -0.207 Eh.

These are the Löwdin partial charges, in e, on atoms 1 to 2: -0.132 -0.225